(1)
Entry from the OMol25 dataset: a single C27H31N5O3 molecule in a non-equilibrium geometry (ωB97M-V with the def2-TZVPD basis set).

Geometry (Å):
C 3.30623 4.94154 -1.00141
C 2.83136 3.56387 -1.43707
O 3.86403 2.64506 -1.15184
C 3.65956 1.32249 -1.41469
C 2.51608 0.78952 -1.99585
C 2.41179 -0.58013 -2.18229
C 3.43018 -1.44256 -1.80692
C 3.27646 -2.92852 -1.97937
C 3.42357 -3.68966 -0.65715
N 2.55327 -3.15511 0.36403
C 3.00042 -2.86380 1.59778
O 4.13576 -3.09343 1.97257
C 1.96598 -2.21512 2.51118
C 2.22993 -0.70927 2.59801
C 1.88682 0.02899 1.30348
N 0.45422 0.22679 1.14585
N 0.00039 1.29943 1.80858
C -1.24368 1.63737 1.80827
C -1.62316 2.85428 2.58664
C -2.18696 0.85751 1.07118
C -3.55516 0.87215 0.81651
C -4.62172 1.75421 1.35297
N -3.78255 -0.18585 -0.00492
C -5.00250 -0.62746 -0.54960
C -5.93393 0.26581 -1.06482
C -7.11880 -0.21580 -1.59332
C -7.37081 -1.57687 -1.62236
C -6.42600 -2.46571 -1.13496
C -5.24193 -1.99647 -0.59939
N -2.68236 -0.88294 -0.28130
C -1.69728 -0.26746 0.35058
C -0.29390 -0.63582 0.37492
O 0.20485 -1.59185 -0.20055
C 4.58229 -0.89649 -1.24763
C 4.69706 0.46230 -1.05103
H 4.21197 5.20693 -1.53956
H 2.53786 5.68163 -1.20666
H 3.52542 4.93787 0.06276
H 2.60886 3.56354 -2.51386
H 1.91743 3.28727 -0.89084
H 1.69554 1.42202 -2.29778
H 1.50628 -0.97967 -2.61460
H 4.03008 -3.30519 -2.67604
H 2.29024 -3.13612 -2.39890
H 4.44302 -3.62158 -0.26850
H 3.19050 -4.74896 -0.82543
H 1.63716 -2.83175 0.07180
H 0.95609 -2.41190 2.15317
H 2.08278 -2.65199 3.50425
H 3.28935 -0.55832 2.81072
H 1.65108 -0.27151 3.41478
H 2.24952 -0.52399 0.43784
H 2.34103 1.02152 1.31802
H -0.72279 3.33022 2.96312
H -2.17051 3.55390 1.95792
H -2.25564 2.58100 3.43033
H -4.37343 2.05139 2.36896
H -5.57946 1.23747 1.36143
H -4.72132 2.66131 0.75512
H -5.72678 1.32411 -1.08014
H -7.84350 0.47785 -1.99235
H -8.29766 -1.94475 -2.03533
H -6.61270 -3.52806 -1.17081
H -4.48834 -2.67051 -0.22420
H 5.39480 -1.54285 -0.95276
H 5.58357 0.88815 -0.60852

F_max: 1.2 eV Å⁻¹
relative energy (zero: lowest compared OMol25 entry of this formula, charge and spin): 5.3 kcal per mole
highest occupied orbital energy: -0.29848 Eh
DFT total energy: -1547.002714 a.u.
net charge: 0

Results of the natural (NBO) charge analysis, in e, for atoms 1 through 4:
1. C -0.617
2. C -0.061
3. O -0.503
4. C 0.285



(2)
Entry from the OMol25 dataset: C27H31N9SSeSr as an isolated structure in a non-equilibrium geometry (ωB97M-V with the def2-TZVPD basis set).

Geometry (Å):
Sr 0.85282 0.64923 -0.99787
C -1.60149 0.88726 -3.42681
N -0.52995 1.42448 -2.59208
C 0.74991 1.99074 -3.33396
C 2.20534 2.37776 -2.59289
C 2.74937 3.57145 -3.02487
C 4.08314 3.85208 -2.73307
C 4.82745 2.93838 -2.01902
C 4.22312 1.74838 -1.62977
N 2.97039 1.44775 -1.96932
C -0.94083 2.43618 -1.43787
C 0.23963 3.28084 -0.68362
C 0.22897 4.64423 -0.90803
C 1.15996 5.44386 -0.25251
C 2.05420 4.85743 0.61397
C 1.92894 3.49744 0.87831
N 0.99854 2.73631 0.30665
C -2.21675 -0.33047 -2.76382
C -3.52969 -0.66252 -3.06074
C -4.08133 -1.79767 -2.49002
C -3.29919 -2.55185 -1.63270
C -2.00320 -2.13496 -1.38114
N -1.45208 -1.05095 -1.93307
H -2.34972 1.64951 -3.66007
H -1.14794 0.60608 -4.38036
H 1.10521 1.26852 -4.07133
H 0.44773 2.90568 -3.83731
H 2.15913 4.29409 -3.57186
H 4.52708 4.77601 -3.07963
H 5.86406 3.12023 -1.77274
H 4.77627 0.97370 -1.11253
H -1.55698 3.21784 -1.87273
H -1.49745 1.93225 -0.63191
H -0.45501 5.09105 -1.61710
H 1.18109 6.51083 -0.43174
H 2.81348 5.43693 1.12023
H 2.54610 3.02143 1.63080
H -4.11087 -0.04128 -3.72987
H -5.10214 -2.08154 -2.70800
H -3.67797 -3.44747 -1.16117
H -1.37244 -2.69671 -0.70372
N 1.30313 -3.70425 -1.37888
N 2.37346 -3.98920 -0.53155
C 3.22473 -3.08559 -0.03232
N 4.13869 -3.54014 0.82945
S 3.18525 -1.44219 -0.44338
H 1.65691 -3.53894 -2.31597
H 0.86627 -2.85229 -1.04411
H 2.44249 -4.95490 -0.25308
H 4.24096 -4.51932 1.04005
H 4.78697 -2.89218 1.23939
C -1.28319 -3.97718 2.44290
N -1.46850 -2.65452 3.01025
C -0.88433 -1.51636 2.60480
Se 0.41086 -1.35051 1.27950
N -1.32370 -0.53059 3.40694
C -2.20164 -1.03115 4.36408
C -2.90468 -0.43290 5.39805
C -3.70647 -1.26311 6.16084
C -3.80406 -2.63427 5.89940
C -3.10187 -3.22797 4.86537
C -2.29606 -2.39316 4.10563
H -0.47995 -3.94140 1.71277
H -2.20204 -4.31014 1.96061
H -1.01950 -4.67599 3.23514
H -0.99119 0.41469 3.32845
H -2.83116 0.62621 5.60371
H -4.27261 -0.84235 6.98019
H -4.44349 -3.24522 6.52122
H -3.18219 -4.28759 4.66586

F_max: 4.9 eV Å⁻¹
relative energy (zero: lowest compared OMol25 entry of this formula, charge and spin): 72.4 kcal per mole
highest occupied orbital energy: -0.45660 Eh
DFT total energy: -4370.206627 a.u.
net charge: +2

Results of the natural (NBO) charge analysis, in e, for atoms 1 through 4:
1. Sr 1.748
2. C -0.256
3. N -0.541
4. C -0.300



(3)
Entry from the OMol25 dataset: C27H31NOP2Pr as an isolated structure in a non-equilibrium geometry (ωB97M-V with the def2-TZVPD basis set).

Geometry (Å):
C 1.25061 -3.65494 2.66290
C 1.65144 -2.57913 1.88577
C 1.80020 -2.75629 0.46754
C 1.52156 -4.04753 -0.13462
C 1.15286 -5.11410 0.72387
C 1.03205 -4.92450 2.09812
C 1.59303 -4.13468 -1.53015
C 1.92833 -3.02993 -2.32257
C 2.21282 -1.77937 -1.64291
C 2.48925 -0.59074 -2.39542
C 2.48939 -0.66255 -3.78316
C 2.24968 -1.87724 -4.45462
C 1.96614 -3.03976 -3.74070
H 1.14164 -3.49631 3.73649
H 0.97095 -6.09043 0.27159
H 0.77316 -5.74864 2.75550
H 1.40449 -5.09159 -2.00592
H 2.70579 0.24410 -4.34714
H 2.29587 -1.89790 -5.54119
H 1.77313 -3.98776 -4.24929
N 2.13955 -1.69827 -0.29848
Pr -1.10593 0.44029 0.25984
C 1.88174 -1.20582 2.51149
H 2.58865 -0.63684 1.88040
H 2.09295 -1.23187 3.59851
C 2.70111 0.71881 -1.65146
H 3.21207 0.48909 -0.70092
H 3.26855 1.44286 -2.26829
P 0.34453 -0.19588 2.45318
P 1.07222 1.49342 -1.12332
C 0.50884 2.21480 -2.73924
H -0.38700 2.83720 -2.55506
H 1.30274 2.82996 -3.21234
H 0.21219 1.38528 -3.40670
C 1.73058 2.99424 -0.24425
H 2.41649 3.57612 -0.89064
H 0.89928 3.64322 0.06862
H 2.25271 2.67639 0.67632
C -0.97265 -1.06585 3.39467
H -0.54437 -1.24354 4.39783
H -1.88301 -0.42850 3.43622
H -1.22291 -2.00906 2.86892
C 0.67959 1.38802 3.30641
H -0.22436 2.02764 3.28384
H 0.94751 1.10086 4.34071
H 1.49965 1.91833 2.77880
C -2.10039 0.11191 -1.91433
O -2.79183 0.02910 -2.84171
H -0.42584 -1.27154 -0.59631
C -1.56650 2.93919 0.82312
C -2.99190 2.86104 0.63161
C -3.52568 2.76832 -0.69889
C -4.90197 2.91874 -0.91830
C -5.75515 3.06626 0.17676
C -5.27719 3.06842 1.50298
C -3.90123 2.90429 1.73515
H -0.97526 3.38755 0.03957
H -1.24811 3.06752 1.85376
H -2.81186 2.69170 -1.52463
H -5.26040 2.92081 -1.95642
H -6.83224 3.18445 -0.01380
H -5.96260 3.20880 2.33956
H -3.48495 2.94181 2.74276

<S²>: 2.011
F_max: 6.6 eV Å⁻¹
spin multiplicity: 3
relative energy (zero: lowest compared OMol25 entry of this formula, charge and spin): 3.2 kcal per mole
highest occupied orbital energy (spin up / spin down): -0.34425 / -0.34270 Eh
DFT total energy: -2376.857599 a.u.
net charge: +1

Results of the Mulliken charge analysis, in e, for atoms 1 through 4:
1. C -0.251
2. C -0.152
3. C 0.122
4. C 0.887